This record from the OMol25 dataset describes an isolated ion of composition C7H10NO3 and charge -1 at a distorted geometry. The level of theory is ωB97M-V/def2-TZVPD.

Positions of all 21 atoms, in Å:
C: -3.2772 -0.6673 -0.5468
C: -2.1482 -0.8465 0.4650
C: -0.9170 -0.0881 0.0587
C: -0.9016 1.3355 0.0248
O: -1.8093 2.1220 0.2636
O: 0.3225 1.8289 -0.3388
N: 1.2676 0.8090 -0.6184
C: 2.3334 0.8781 0.3556
C: 3.4075 -0.1381 -0.0108
C: 0.2610 -0.6767 -0.2689
O: 0.7961 -1.7520 -0.3915
H: -3.4954 0.3935 -0.6503
H: -4.1797 -1.1842 -0.2172
H: -2.9823 -1.0599 -1.5182
H: -1.8947 -1.9062 0.5612
H: -2.4916 -0.4826 1.4397
H: 1.9720 0.6962 1.3867
H: 2.7509 1.8970 0.3337
H: 3.7013 0.0028 -1.0516
H: 4.2805 -0.0188 0.6327
H: 3.0043 -1.1428 0.0909

orbital gap = 8.00 eV
LUMO = 3.9420 eV
ΔE to the lowest compared entry with this formula, charge and spin = 24.7 kcal per mole
charge = -1
SMILES string = CCc1c([O-])on(CC)c1=O
largest force on an atom = 3.1 eV/Å
energy = -553.2234 Ha

Charge distribution, Mulliken scheme, values in e:
1 C -1.125
2 C -0.657
3 C -0.027
4 C 0.639
5 O -0.729
6 O -0.275
7 N -0.371
8 C -0.215
9 C -1.117
10 C 0.529
11 O -0.687
12 H 0.292
13 H 0.335
14 H 0.319
15 H 0.302
16 H 0.269
17 H 0.222
18 H 0.382
19 H 0.282
20 H 0.374
21 H 0.258